Record 1
{"formula": "C23H25Cl10F3", "method": "wB97M-V/def2-TZVPD", "symbols": ["F", "C", "C", "C", "C", "C", "C", "H", "H", "H", "H", "H", "F", "C", "C", "C", "C", "C", "C", "H", "H", "H", "H", "H", "F", "C", "C", "C", "C", "C", "C", "H", "H", "H", "H", "H", "Cl", "C", "Cl", "H", "H", "Cl", "C", "Cl", "H", "H", "Cl", "C", "Cl", "H", "H", "Cl", "C", "Cl", "H", "H", "Cl", "C", "Cl", "H", "H"], "coordinates": [[33.50, 11.09, -7.42], [32.46, 11.74, -7.97], [32.00, 11.37, -9.21], [30.92, 12.01, -9.82], [30.24, 13.01, -9.14], [30.76, 13.45, -7.91], [31.81, 12.78, -7.33], [32.32, 10.49, -9.75], [30.47, 11.70, -10.76], [29.39, 13.42, -9.65], [30.33, 14.27, -7.35], [32.10, 13.13, -6.35], [30.68, 18.00, -17.23], [30.32, 17.14, -16.26], [30.31, 15.80, -16.51], [29.95, 14.92, -15.55], [29.60, 15.42, -14.27], [29.57, 16.76, -13.97], [29.94, 17.61, -15.02], [30.68, 15.39, -17.43], [29.88, 13.87, -15.78], [29.41, 14.76, -13.43], [29.31, 17.11, -12.99], [29.97, 18.68, -14.86], [24.92, 16.18, -10.92], [23.67, 15.81, -10.49], [22.70, 15.63, -11.44], [21.40, 15.22, -11.09], [21.14, 14.90, -9.75], [22.08, 15.09, -8.80], [23.39, 15.51, -9.15], [22.87, 15.97, -12.45], [20.66, 14.98, -11.84], [20.15, 14.55, -9.48], [21.83, 14.87, -7.77], [24.20, 15.53, -8.44], [21.26, 13.44, -13.90], [22.44, 12.33, -13.11], [24.04, 12.75, -13.76], [22.38, 12.36, -12.02], [22.21, 11.30, -13.41], [27.78, 15.00, -11.16], [26.63, 13.78, -11.74], [27.54, 12.19, -12.03], [25.78, 13.59, -11.08], [26.24, 14.19, -12.67], [24.56, 9.48, -11.40], [25.90, 9.07, -12.45], [25.44, 7.64, -13.42], [26.08, 9.92, -13.11], [26.82, 8.88, -11.90], [22.98, 11.80, -6.51], [24.40, 11.20, -7.43], [24.54, 12.15, -8.95], [25.32, 11.42, -6.89], [24.21, 10.14, -7.61], [24.41, 16.05, -16.11], [25.81, 15.25, -16.86], [26.68, 14.40, -15.58], [25.46, 14.69, -17.72], [26.47, 16.02, -17.25]], "mulliken_charge": [-0.30, 0.07, -0.22, -0.46, 0.03, -0.59, -0.13, 0.35, 0.36, 0.15, 0.38, 0.37, -0.32, 0.01, -0.04, -0.72, -0.13, -0.61, -0.22, 0.40, 0.40, 0.44, 0.41, 0.38, -0.31, 0.10, -0.06, -0.74, -0.39, -0.49, -0.33, 0.48, 0.45, 0.41, 0.41, 0.47, -0.18, -0.33, -0.03, 0.15, 0.40, -0.16, 0.39, -0.17, -0.23, 0.15, -0.11, -0.08, -0.18, 0.07, 0.30, -0.16, -0.42, -0.04, 0.30, 0.29, -0.15, -0.38, -0.04, 0.33, 0.26], "de_lowest_kj_mol": 0.0, "multiplicity": 1, "homo_energy_ha": -0.3360, "e_lumo_ev": 0.3}



Record 2
{"formula": "H12O6", "method": "wB97M-V/def2-TZVPD", "symbols": ["O", "H", "H", "O", "H", "H", "O", "H", "H", "O", "H", "H", "O", "H", "H", "O", "H", "H"], "coordinates": [[1.73, -27.39, 1.71], [2.24, -27.22, 2.50], [2.35, -27.25, 0.99], [2.91, -21.81, 0.87], [2.36, -21.56, 1.61], [3.81, -21.66, 1.19], [1.47, -24.40, 0.74], [1.51, -23.53, 0.36], [0.63, -24.43, 1.20], [-0.56, -25.99, 2.50], [-0.03, -26.49, 1.87], [0.08, -25.61, 3.10], [3.90, -25.69, 1.44], [4.27, -26.30, 0.80], [3.13, -25.32, 1.01], [2.05, -20.83, -1.62], [2.57, -21.05, -0.84], [1.99, -19.88, -1.60]], "mulliken_spin": [0.21, -0.03, -0.04, 0.44, -0.21, -0.12, 0.64, -0.11, -0.10, 0.19, -0.04, -0.06, 0.09, -0.08, -0.04, 0.41, -0.07, -0.08], "de_lowest_kj_mol": 69.5, "s2": 0.7504, "multiplicity": 2, "homo_energy_ha": [0.0233, -0.2743], "total_charge": -1, "e_lumo_ev": [3.3, 3.2]}



Record 3
{"formula": "C10H10N2O2", "method": "wB97M-V/def2-TZVPD", "symbols": ["O", "C", "C", "C", "N", "C", "O", "N", "H", "H", "H", "H", "C", "C", "C", "C", "C", "C", "H", "H", "H", "H", "H", "H"], "coordinates": [[1.29, 0.55, 2.47], [0.99, 1.06, 1.35], [0.11, 2.17, 1.43], [-0.40, 2.79, 0.32], [0.03, 2.34, -0.89], [1.00, 1.38, -1.00], [1.58, 1.36, -2.14], [1.31, 0.67, 0.13], [-0.15, 2.50, 2.32], [-1.54, 3.38, 0.37], [-0.25, 2.85, -1.79], [1.82, -0.26, -0.11], [-2.09, -1.21, -0.16], [-1.59, -1.78, 0.96], [-0.58, -2.76, 0.85], [0.11, -3.11, -0.30], [-0.39, -2.35, -1.52], [-1.45, -1.45, -1.39], [-3.08, -0.70, 0.08], [-2.24, -1.68, 1.76], [-0.33, -3.60, 1.78], [0.80, -3.91, -0.37], [0.41, -2.43, -2.33], [-2.03, -1.04, -2.25]], "mulliken_charge": [-0.68, 0.51, -0.64, -0.15, -0.04, 0.19, -0.68, 0.08, 0.56, 0.22, 0.29, 0.32, -0.20, -0.27, -0.20, -0.41, -0.49, -0.37, 0.29, 0.46, 0.10, 0.48, 0.28, 0.33], "de_lowest_kj_mol": 376.9, "multiplicity": 1, "homo_energy_ha": -0.3374, "e_lumo_ev": 0.3}



no.,calculated total energy (eV),molecular weight (g/mol)
1,-157632.2805,712.98
2,-12479.3572,108.09
3,-17604.6354,190.20